{"formula": "C21H12N4O4S3W", "method": "wB97M-V/def2-TZVPD", "symbols": ["W", "C", "C", "C", "C", "C", "C", "C", "C", "C", "S", "C", "N", "H", "H", "H", "H", "H", "H", "H", "H", "S", "C", "C", "N", "C", "S", "C", "N", "O", "C", "O", "C", "C", "C", "C", "C", "C", "N", "O", "O", "H", "H", "H", "H"], "positions_angstrom": [[-0.5670, -13.5852, 10.0928], [-0.2918, -11.3818, 12.5874], [-1.4332, -12.3354, 12.6219], [-2.1445, -12.3921, 13.7982], [-3.3903, -12.9672, 13.7969], [-3.8182, -13.8063, 12.7478], [-5.0336, -14.5248, 12.8055], [-5.2148, -15.5168, 11.8714], [-4.2621, -15.7706, 10.8538], [-3.1192, -15.0034, 10.7463], [-2.0087, -15.2445, 9.4247], [-2.9683, -13.9311, 11.6186], [-1.8686, -13.0049, 11.5082], [-0.3981, -10.7595, 11.6691], [0.6827, -11.9020, 12.6374], [-0.4789, -10.7294, 13.4471], [-1.8531, -12.0760, 14.7645], [-3.9680, -12.9991, 14.7366], [-5.7859, -14.2973, 13.5907], [-6.1399, -16.0869, 11.8321], [-4.3046, -16.6564, 10.2289], [0.2785, -12.1363, 8.7006], [1.8374, -12.5148, 9.5062], [2.8130, -11.7676, 8.7780], [3.4725, -10.9293, 8.2388], [2.1378, -13.7214, 10.1578], [1.0684, -14.4611, 11.4651], [3.3324, -14.3839, 9.8358], [4.3090, -15.0225, 9.6024], [-4.0640, -9.1960, 4.9895], [-3.1075, -9.6493, 4.3541], [-2.3807, -9.1644, 3.4907], [-2.8302, -11.2918, 4.4574], [-3.8957, -12.0949, 4.7445], [-3.8039, -13.3185, 5.3654], [-2.5901, -14.0325, 5.3903], [-1.5022, -13.3161, 4.8290], [-1.5672, -11.9669, 4.4279], [-0.3175, -14.1401, 4.4392], [0.6775, -13.6521, 3.8591], [-0.5145, -15.4236, 4.4246], [-4.9120, -11.7026, 4.5201], [-4.6525, -13.6150, 5.9956], [-2.4961, -15.0759, 5.6313], [-0.5861, -11.5778, 4.0353]], "atomic_forces_ev_per_a": [[-0.7, -2.6, 0.5], [-0.1, 0.3, -0.7], [-0.5, 0.1, -1.1], [-2.1, -1.0, 0.2], [-0.1, -1.1, 0.7], [-0.2, 0.8, -0.5], [-0.1, -0.4, 0.0], [-0.5, 0.0, -0.6], [0.6, -0.2, 0.9], [-1.1, 0.4, -0.5], [0.5, 0.1, -0.4], [0.8, 1.5, 1.7], [-0.9, -1.4, 1.7], [0.4, -0.4, 0.5], [-0.4, 0.5, 0.0], [0.7, 0.0, -0.2], [0.9, 1.0, 0.3], [0.2, 0.3, -0.6], [0.7, -0.3, -0.6], [0.2, 0.0, 0.2], [-0.5, 0.2, -0.1], [0.3, 2.5, -0.8], [0.6, -1.8, -1.1], [2.9, 3.3, -1.9], [-2.5, -3.5, 2.1], [-1.0, 1.6, 0.6], [1.0, 0.3, -1.1], [4.1, -2.5, -0.2], [-3.5, 2.3, 0.7], [0.3, -0.6, 0.5], [-0.1, -1.4, -1.6], [0.7, 0.6, 0.0], [1.6, 0.7, 0.4], [-2.0, 0.7, 0.1], [0.7, -1.4, 1.0], [0.0, 1.8, -0.8], [-0.3, -0.4, -0.2], [0.6, -0.2, -0.1], [0.4, -2.8, -2.7], [-2.1, -0.5, 2.0], [0.8, 3.7, 0.8], [0.8, 0.0, 0.8], [0.1, -0.5, -0.9], [0.0, 0.0, 0.4], [-1.4, 0.1, 0.5]], "max_force_ev_per_a": 4.832, "s_squared": 2.040, "e_tot_ev": -70443.3995, "gap_ev": [2.9, 3.0], "spin_multiplicity": 3, "homo_ev": [-6.7, -6.7]}